# C34H39F5I2N4O4P

A 5-piece molecular cluster, C34H39F5I2N4O4P overall (ωB97M-V/def2-TZVPD, OMol25).

HOMO (eV): -10.87

```
! wB97M-V def2-TZVPD RIJCOSX def2/J DEFGRID3
* xyz 1 1
C -2.37508 0.12459 -4.33214
C -1.79173 0.19961 -2.89246
C -1.47544 1.66890 -2.46051
I 0.20365 2.26854 -3.74261
N -1.09451 1.80619 -1.07144
C -0.59982 0.59425 -0.36980
C -1.74302 -0.22407 0.29854
C -1.39116 -1.71048 0.49424
O -1.88076 -2.42055 -0.64133
C -1.62765 -3.81951 -0.41230
C -1.12063 2.88426 -0.31511
N -0.81655 3.01942 0.99411
C -0.97757 4.24296 1.44475
C -0.71017 4.72172 2.83418
P 1.10360 4.38077 3.13357
O 1.73672 4.30731 1.80138
O 1.32729 2.96618 3.85763
O 1.72658 5.59642 3.96383
N -1.38105 4.93358 0.38724
F -1.66247 6.24325 0.37061
N -1.47153 4.15365 -0.70440
I -2.03044 5.13028 -2.41063
H -2.05995 0.94223 -4.99543
H -2.03493 -0.82028 -4.78353
H -3.47610 0.07762 -4.31980
H -0.87665 -0.40582 -2.86750
H -2.53941 -0.26203 -2.22788
H -2.39807 2.20208 -2.73347
H 0.03844 -0.01490 -1.02672
H 0.07944 0.86728 0.45313
H -1.84966 0.19780 1.31741
H -2.72341 -0.07076 -0.17400
H -1.99022 -2.05138 1.36313
H -0.32488 -1.88803 0.72449
H -2.10554 -4.15603 0.52445
H -0.53211 -3.93002 -0.30016
H -2.00494 -4.35076 -1.29525
H -0.93092 5.78852 2.96531
H -1.25219 4.08977 3.55878
H 1.85547 2.42306 3.24607
H 2.65010 5.74148 3.69407
F 0.61823 -4.04545 2.05053
C 0.75201 -5.39043 2.10452
C -0.37618 -6.17635 2.22867
C -0.23878 -7.55618 2.28008
C 1.02397 -8.13031 2.21646
C 2.14909 -7.32562 2.09585
C 2.01377 -5.94568 2.03396
H -1.35218 -5.71135 2.28503
H -1.11627 -8.18308 2.37020
H 1.13033 -9.20664 2.26076
H 3.13358 -7.77280 2.05006
H 2.87813 -5.30329 1.93127
F -4.25100 -1.29750 1.76698
C -5.37193 -1.26856 1.01490
C -6.58369 -0.99804 1.61915
C -7.73322 -0.96403 0.84217
C -7.65757 -1.21069 -0.52295
C -6.43155 -1.48641 -1.11377
C -5.27728 -1.51099 -0.34213
H -6.62335 -0.81658 2.68567
H -8.68842 -0.74603 1.30170
H -8.55642 -1.18821 -1.12591
H -6.37350 -1.68364 -2.17668
H -4.30964 -1.71779 -0.78512
F 2.19817 -1.13600 -1.01381
C 3.31575 -1.81184 -0.66262
C 3.42048 -2.32277 0.61582
C 4.56767 -3.01811 0.97263
C 5.59433 -3.18421 0.05236
C 5.47338 -2.65980 -1.22764
C 4.32414 -1.97254 -1.59130
H 2.61239 -2.17641 1.32197
H 4.66117 -3.42987 1.96956
H 6.48983 -3.72328 0.33412
H 6.27500 -2.78554 -1.94358
H 4.20820 -1.56340 -2.58681
F 3.53797 4.99728 -3.90610
C 4.04458 5.41396 -2.72989
C 5.01341 6.39853 -2.72556
C 5.53211 6.83080 -1.51369
C 5.08397 6.26719 -0.32562
C 4.11228 5.27452 -0.34696
C 3.58396 4.84763 -1.55705
H 5.35516 6.81909 -3.66254
H 6.28654 7.60670 -1.49595
H 5.49398 6.60349 0.61876
H 3.76488 4.83259 0.57629
H 2.81976 4.08055 -1.59423
*
```

How is the electron density shared among the atoms? According to Mulliken, the charges in e are: -1.376, 0.402, -1.305, 0.168, 0.563, -1.287, -0.429, -0.390, -0.229, -0.714, 0.342, -0.132, 0.409, -0.863, 0.919, -0.515, -0.509, -0.530, 0.703, -0.231, -0.606, 0.393, 0.359, 0.382, 0.353, 0.353, -0.268, 0.770, 0.121, 0.802, 0.330, 0.228, 0.467, 0.205, 0.221, 0.241, 0.294, 0.392, 0.358, 0.358, 0.350, -0.193, 0.363, -0.266, -0.551, -0.510, -0.471, -0.193, 0.411, 0.372, 0.381, 0.379, 0.289, -0.262, 0.215, -0.541, -0.444, -0.473, -0.708, 0.114, 0.436, 0.372, 0.389, 0.387, 0.482, -0.048, 0.405, -0.278, -0.441, -0.648, -0.442, -0.624, 0.342, 0.476, 0.387, 0.380, 0.424, -0.296, 0.273, -0.448, -0.322, -0.581, -0.192, -0.513, 0.418, 0.373, 0.362, 0.409, 0.506

# C2H7NO2S

One molecule with the formula C2H7NO2S (ωB97M-V/def2-TZVPD, OMol25).

Energy above the lowest of the compared OMol25 structures with the same formula, charge and spin (kJ/mol): 181.30
HOMO (eV): -8.87

```
! wB97M-V def2-TZVPD RIJCOSX def2/J DEFGRID3
* xyz 0 1
C 0.20014 -0.28006 1.29656
C -0.36015 0.45073 0.11773
N -0.33492 -0.22917 -1.08397
O -0.62462 3.02869 0.31382
O 0.81367 2.08351 -1.58511
S 0.53786 2.13050 0.01601
H 1.14114 -0.63807 1.20600
H -0.40610 -1.12169 1.49382
H 0.16324 0.36779 2.08198
H -1.45637 0.76463 0.34699
H -1.14317 -0.48431 -1.62322
H 0.44344 -0.90051 -1.13558
H 0.44160 1.11413 -1.88023
*
```

How is the electron density shared among the atoms? According to Mulliken, the charges in e are: -1.675, 0.339, -0.610, -0.579, -0.486, 0.515, 0.496, 0.402, 0.462, 0.270, 0.214, 0.235, 0.418

> What is the HOMO in the first record?

-10.87 eV

> Which value of HOMO does entry 2 give?

-8.87 eV